Molecular formula: C10H15Cl10N
Method: DFT, wB97M-V/def2-TZVPD

Last column: Mulliken charge in e.
Positions of all 36 atoms, in Å:
N: 1.08 -1.19 0.58  -0.18
C: -0.02 -0.89 -0.19  0.76
C: -0.51 0.42 -0.40  -2.16
C: 0.05 1.40 0.35  0.39
C: 1.17 1.17 1.18  -0.59
C: 1.70 -0.13 1.15  -0.92
H: -0.50 -1.77 -0.60  0.25
H: -1.37 0.45 -1.04  0.20
H: -0.30 2.42 0.36  0.87
H: 1.66 1.96 1.73  0.64
H: 2.61 -0.23 1.73  0.36
C: -0.03 3.46 2.83  -0.27
Cl: 1.72 3.39 2.52  -0.19
Cl: -0.87 3.05 1.34  -0.18
H: -0.25 2.74 3.62  0.32
H: -0.34 4.38 3.31  0.35
C: -3.17 -0.28 -2.25  -0.55
Cl: -4.00 1.15 -1.62  -0.16
Cl: -2.01 -1.00 -0.96  -0.22
H: -3.91 -0.98 -2.66  0.45
H: -2.57 -0.05 -3.13  0.36
C: 0.90 -2.97 1.40  0.82
Cl: 0.19 -3.48 2.95  -0.25
Cl: 0.49 -4.23 0.21  -0.28
H: 0.49 -2.00 1.10  -0.45
H: 1.95 -2.83 1.64  0.28
C: 1.45 2.45 -1.15  1.13
Cl: 0.83 3.88 -0.36  -0.15
Cl: 1.40 2.71 -2.93  -0.21
H: 2.46 2.32 -0.77  0.35
H: 0.80 1.62 -0.85  -0.89
C: -0.21 -3.56 -1.77  -0.27
Cl: -1.34 -2.71 -2.87  -0.18
Cl: 1.05 -2.33 -1.38  -0.16
H: -0.78 -3.86 -0.88  0.27
H: 0.22 -4.47 -2.19  0.48

Computed properties:
Orbital gap: 7.43 eV
Energy above the lowest of the compared OMol25 structures with the same formula, charge and spin: 606.1 kcal/mol
Multiplicity: 1
Charge: 0
Total energy: -137301.155 eV


Molecular formula: C10H15ClN3
Method: DFT, wB97M-V/def2-TZVPD

Last column: Mulliken charge in e.
Positions of all 29 atoms, in Å:
C: -2.80 -1.89 -0.67  -0.60
C: -1.46 -1.38 -0.82  -0.52
C: -3.57 -1.30 0.35  -0.40
C: -2.07 0.46 0.61  -0.43
C: -1.17 -0.18 -0.10  0.19
C: 2.08 1.60 0.89  -1.02
C: 2.49 0.69 -0.30  -1.04
C: 0.58 1.56 0.81  -0.41
C: 1.36 -0.31 -0.53  -0.26
C: 1.50 -1.34 0.67  -0.49
N: -3.18 -0.19 0.97  -0.11
N: -0.05 1.28 -1.65  -0.75
N: 0.11 0.51 -0.40  0.88
Cl: 2.44 -2.86 0.09  -0.18
H: -3.20 -2.74 -1.24  0.39
H: -0.67 -1.90 -1.29  0.51
H: -4.40 -1.90 0.74  0.37
H: -1.89 1.46 1.15  0.42
H: 2.34 1.09 1.79  0.34
H: 2.45 2.57 0.89  0.41
H: 2.51 1.26 -1.16  0.45
H: 3.52 0.40 -0.22  0.40
H: 0.16 1.15 1.74  0.41
H: 0.17 2.58 0.51  0.37
H: 1.45 -0.71 -1.54  0.68
H: 0.53 -1.71 0.91  0.39
H: 2.00 -0.95 1.57  0.33
H: -0.72 2.11 -1.43  0.31
H: -0.51 0.64 -2.34  0.35

Computed properties:
Orbital gap (spin up / spin down): 6.86 / 6.91 eV
Energy above the lowest of the compared OMol25 structures with the same formula, charge and spin: 0.1 kcal/mol
Multiplicity: 3
Charge: +1
Total energy: -27593.059 eV